{
  "formula": "C32H84As2F12N5O5",
  "method": "ωB97M-V with the def2-TZVPD basis set",
  "e_tot_ev": -206503.517,
  "orbital_gap_ev": 9.3,
  "total_charge": 3,
  "symbols": ["C", "C", "N", "C", "C", "C", "C", "C", "O", "C", "H", "H", "H", "H", "H", "H", "H", "H", "H", "H", "H", "H", "H", "H", "H", "H", "H", "H", "H", "H", "C", "C", "N", "C", "C", "C", "C", "C", "O", "C", "H", "H", "H", "H", "H", "H", "H", "H", "H", "H", "H", "H", "H", "H", "H", "H", "H", "H", "H", "H", "C", "C", "N", "C", "C", "C", "C", "C", "O", "C", "H", "H", "H", "H", "H", "H", "H", "H", "H", "H", "H", "H", "H", "H", "H", "H", "H", "H", "H", "H", "C", "C", "C", "O", "C", "N", "H", "H", "H", "H", "H", "H", "H", "H", "H", "H", "H", "H", "C", "C", "C", "O", "C", "N", "H", "H", "H", "H", "H", "H", "H", "H", "H", "H", "H", "H", "As", "F", "F", "F", "F", "F", "F", "As", "F", "F", "F", "F", "F", "F"],
  "positions_angstrom": [[4.554, 0.054, 0.210], [4.397, -1.442, -0.080], [4.244, -2.357, 1.096], [2.857, -2.127, 1.633], [4.404, -3.782, 0.658], [3.470, -4.311, -0.413], [5.207, -2.058, 2.248], [6.686, -2.318, 1.969], [7.049, -1.728, 0.721], [8.196, -2.345, 0.161], [3.682, 0.441, 0.739], [4.795, 0.557, -0.722], [5.381, 0.233, 0.898], [5.266, -1.720, -0.667], [3.524, -1.594, -0.716], [2.728, -2.854, 2.436], [2.188, -2.430, 0.835], [2.681, -1.127, 2.013], [4.308, -4.431, 1.531], [5.454, -3.894, 0.395], [3.555, -5.389, -0.533], [3.650, -3.935, -1.429], [2.411, -4.040, -0.379], [4.914, -2.733, 3.050], [4.990, -1.028, 2.510], [7.011, -3.360, 1.945], [7.264, -1.853, 2.773], [8.119, -3.427, 0.034], [9.071, -2.095, 0.768], [8.402, -1.893, -0.809], [-2.466, 0.952, -3.659], [-3.694, 0.523, -2.849], [-4.373, 1.645, -2.067], [-3.494, 2.118, -0.965], [-4.645, 2.836, -2.977], [-5.564, 2.592, -4.155], [-5.684, 1.062, -1.539], [-6.298, 1.757, -0.370], [-6.832, 2.953, -0.918], [-7.575, 3.832, -0.077], [-2.189, 0.082, -4.251], [-1.611, 1.287, -3.089], [-2.779, 1.715, -4.373], [-3.481, -0.236, -2.101], [-4.482, 0.229, -3.539], [-3.381, 1.335, -0.224], [-4.012, 2.981, -0.539], [-2.602, 2.573, -1.383], [-3.676, 3.255, -3.247], [-5.054, 3.629, -2.349], [-6.605, 2.336, -3.970], [-5.136, 1.801, -4.774], [-5.612, 3.507, -4.746], [-5.325, 0.079, -1.220], [-6.389, 0.860, -2.340], [-5.618, 2.025, 0.443], [-7.071, 1.152, 0.109], [-6.902, 4.532, 0.420], [-8.129, 3.228, 0.643], [-8.309, 4.451, -0.591], [0.248, -2.643, 4.570], [-0.587, -2.549, 3.306], [-2.097, -2.613, 3.544], [-2.354, -3.795, 4.428], [-2.580, -1.364, 4.266], [-2.227, -0.095, 3.511], [-2.669, -2.934, 2.156], [-4.170, -2.952, 2.092], [-4.722, -1.692, 2.326], [-6.065, -1.547, 1.957], [0.053, -3.591, 5.064], [0.067, -1.826, 5.267], [1.300, -2.532, 4.315], [-0.304, -3.327, 2.591], [-0.286, -1.684, 2.708], [-3.427, -3.935, 4.526], [-1.934, -3.596, 5.408], [-1.838, -4.633, 3.965], [-2.171, -1.485, 5.267], [-3.654, -1.470, 4.402], [-2.635, -0.084, 2.499], [-1.162, 0.133, 3.506], [-2.705, 0.794, 3.932], [-2.179, -3.770, 1.667], [-2.312, -2.046, 1.627], [-4.741, -3.721, 2.630], [-4.365, -3.321, 1.068], [-6.444, -0.537, 2.083], [-6.755, -2.154, 2.558], [-6.251, -1.906, 0.938], [-0.117, 4.800, 0.000], [1.118, 4.086, 0.493], [2.347, 4.972, 0.756], [3.493, 4.297, 1.177], [4.126, 3.556, 0.156], [0.810, 3.291, 1.739], [1.653, 2.777, 2.029], [0.461, 3.802, 2.557], [0.048, 2.639, 1.544], [-0.641, 5.405, 0.744], [-0.945, 4.122, -0.246], [0.036, 5.330, -0.937], [1.509, 3.277, -0.128], [2.061, 5.674, 1.546], [2.568, 5.623, -0.096], [4.768, 4.196, -0.459], [3.488, 2.958, -0.500], [4.835, 2.887, 0.644], [0.250, 1.156, -6.523], [0.761, 0.287, -5.402], [1.658, -0.900, -5.811], [2.102, -1.463, -4.624], [3.113, -2.444, -4.754], [1.491, 1.136, -4.357], [2.417, 1.361, -4.726], [0.962, 2.000, -4.269], [1.582, 0.559, -3.513], [-0.249, 0.586, -7.302], [1.047, 1.697, -7.044], [-0.372, 1.960, -6.122], [0.016, -0.231, -4.798], [2.408, -0.550, -6.533], [0.992, -1.559, -6.383], [2.732, -3.366, -5.206], [3.379, -2.808, -3.761], [3.999, -2.084, -5.276], [2.500, 1.072, 4.446], [1.154, 0.046, 4.002], [2.736, 1.474, 2.734], [3.843, 2.097, 4.846], [2.332, 0.655, 6.121], [3.640, -0.283, 4.246], [1.446, 2.466, 4.556], [-0.017, -0.251, -0.838], [-0.328, 1.444, -1.212], [0.732, 0.239, 0.680], [0.348, -1.911, -0.454], [-0.751, -0.742, -2.358], [1.516, -0.155, -1.684], [-1.566, -0.411, -0.056]],
  "lowdin_charge": [-0.052, -0.169, -0.242, 0.008, -0.148, -0.049, -0.058, -0.169, -0.219, -0.081, 0.053, 0.091, 0.084, 0.126, 0.109, 0.107, 0.066, 0.079, 0.142, 0.127, 0.097, 0.069, 0.073, 0.144, 0.111, 0.124, 0.146, 0.093, 0.102, 0.095, -0.071, -0.131, -0.252, 0.007, -0.173, -0.037, -0.069, -0.202, -0.206, -0.055, 0.084, 0.041, 0.078, 0.123, 0.127, 0.106, 0.109, 0.086, 0.123, 0.127, 0.092, 0.078, 0.103, 0.132, 0.145, 0.122, 0.134, 0.091, 0.094, 0.099, -0.053, -0.184, -0.246, 0.021, -0.123, -0.044, -0.069, -0.215, -0.192, -0.090, 0.079, 0.089, 0.075, 0.127, 0.104, 0.113, 0.103, 0.124, 0.131, 0.129, 0.060, 0.058, 0.096, 0.147, 0.108, 0.140, 0.140, 0.087, 0.103, 0.093, -0.025, -0.313, -0.189, -0.139, -0.091, 0.228, 0.105, 0.173, 0.149, 0.101, 0.059, 0.099, 0.123, 0.147, 0.144, 0.103, 0.075, 0.092, -0.021, -0.312, -0.198, -0.183, -0.062, 0.243, 0.178, 0.160, 0.110, 0.106, 0.101, 0.083, 0.123, 0.146, 0.150, 0.104, 0.077, 0.102, 0.787, -0.259, -0.286, -0.230, -0.225, -0.264, -0.252, 0.798, -0.266, -0.247, -0.241, -0.242, -0.252, -0.245]
}